No. 1
Formula: C10H24ClCrO2P2
Source: the OMol25 dataset
Level of theory: wB97M-V/def2-TZVPD

⟨S²⟩: 3.99
LUMO level (spin up / spin down) in eV: -9.4 / -9.0
Orbital gap (spin up / spin down) in eV: 6.789 / 7.444

Structure (ORCA input):
```
! RIJCOSX wB97M-V def2-TZVPD def2/J DEFGRID3
* xyz 2 4
C 0.09 -0.14 -5.09
C -0.31 0.21 -3.69
H 1.18 0.01 -5.08
H -0.41 0.52 -5.83
H -0.20 -1.19 -5.31
O 0.52 0.32 -2.79
Cl -1.95 0.25 -3.32
Cr -0.08 -0.06 1.31
P -0.16 2.12 0.59
C 1.36 3.03 1.02
C -0.45 2.76 -1.08
H -0.55 3.86 -1.02
H -1.53 3.97 1.29
H -1.35 2.32 -1.51
H -2.47 2.45 1.19
H 2.14 2.73 0.32
H 0.40 2.51 -1.72
C -1.53 2.89 1.51
H 1.16 4.10 0.93
H -1.40 2.72 2.58
H 1.67 2.78 2.04
P 0.00 -2.17 0.46
C 1.48 -3.13 0.89
C -1.41 -3.09 1.16
H -1.05 -1.98 -1.69
H -0.20 -3.54 -1.49
H 0.71 -2.03 -1.83
C -0.15 -2.46 -1.32
H -2.34 -2.64 0.80
H -1.33 -4.13 0.82
H 1.31 -4.18 0.62
H 1.70 -3.05 1.95
H -1.39 -3.03 2.25
H 2.33 -2.74 0.33
C 1.81 -0.02 1.58
O 2.98 -0.01 1.53
C -0.94 -0.19 3.16
H -0.64 -1.11 3.65
H -2.03 -0.19 3.01
H -0.67 0.68 3.80
*
```

The net atomic charges from Mulliken, expressed in e, are: atom 1 (C): -1.01, atom 2 (C): 0.73, atom 3 (H): 0.30, atom 4 (H): 0.37, atom 5 (H): 0.30, atom 6 (O): -0.52, atom 7 (Cl): -0.13, atom 8 (Cr): -0.52, atom 9 (P): 1.38, atom 10 (C): -1.43, atom 11 (C): -1.12, atom 12 (H): 0.47, atom 13 (H): 0.41, atom 14 (H): 0.31, atom 15 (H): 0.41, atom 16 (H): 0.41, atom 17 (H): 0.35, atom 18 (C): -1.27, atom 19 (H): 0.42, atom 20 (H): 0.37, atom 21 (H): 0.41, atom 22 (P): 1.27, atom 23 (C): -1.38, atom 24 (C): -1.25, atom 25 (H): 0.31, atom 26 (H): 0.47, atom 27 (H): 0.36, atom 28 (C): -1.14, atom 29 (H): 0.41, atom 30 (H): 0.42, atom 31 (H): 0.43, atom 32 (H): 0.40, atom 33 (H): 0.37, atom 34 (H): 0.42, atom 35 (C): 0.41, atom 36 (O): -0.16, atom 37 (C): -1.19, atom 38 (H): 0.42, atom 39 (H): 0.40, atom 40 (H): 0.39

=====

No. 2
Formula: C10H24F6N5O8P2S2Ti
Source: the OMol25 dataset
Level of theory: wB97M-V/def2-TZVPD

⟨S²⟩: 0.75
Energy relative to the best compared isomer or geometry (same formula, charge and spin) in kcal/mol: 0.0
LUMO level (spin up / spin down) in eV: 0.1 / 0.1
Orbital gap (spin up / spin down) in eV: 6.495 / 9.485

Structure (ORCA input):
```
! RIJCOSX wB97M-V def2-TZVPD def2/J DEFGRID3
* xyz 0 2
Ti 0.22 0.31 -0.25
C 1.56 1.98 3.18
N 0.19 2.24 3.65
C 0.06 2.43 5.08
P -1.04 1.55 2.82
O -0.82 1.54 1.36
O -1.16 0.03 3.40
P -0.84 -1.28 2.53
O 0.24 -1.03 1.55
N -0.40 -2.43 3.61
C 0.96 -2.37 4.13
C -1.39 -2.93 4.55
N -2.27 -1.68 1.85
C -3.54 -1.09 2.25
C -2.25 -2.18 0.47
N -2.44 2.24 3.30
C -2.95 3.35 2.48
C -3.36 1.72 4.29
H 2.24 2.68 3.65
H 1.60 2.15 2.10
H 1.89 0.97 3.40
H 0.78 3.19 5.40
H 0.27 1.51 5.65
H -0.94 2.78 5.33
H 1.65 -2.05 3.34
H 1.25 -3.36 4.47
H 1.04 -1.68 4.98
H -2.34 -3.08 4.05
H -1.53 -2.26 5.41
H -1.05 -3.90 4.93
H -3.57 -0.94 3.33
H -4.35 -1.77 1.99
H -3.71 -0.13 1.76
H -1.32 -2.71 0.27
H -2.34 -1.36 -0.26
H -3.08 -2.87 0.32
H -2.15 3.79 1.89
H -3.36 4.11 3.14
H -3.73 3.01 1.80
H -2.88 0.94 4.88
H -4.26 1.31 3.82
H -3.66 2.53 4.96
F 4.37 -3.23 0.09
C 3.07 -2.97 0.04
F 2.68 -2.48 1.22
F 2.40 -4.11 -0.18
S 2.69 -1.77 -1.31
O 1.30 -1.43 -1.06
O 3.00 -2.46 -2.51
N 3.69 -0.59 -1.06
S 3.52 0.55 0.00
O 2.19 1.15 0.04
O 4.12 0.30 1.27
C 4.55 1.84 -0.80
F 4.08 2.15 -2.00
F 5.81 1.43 -0.92
F 4.52 2.92 -0.03
O -0.58 0.81 -1.57
*
```

The net atomic charges from Mulliken, expressed in e, are: atom 1 (Ti): 0.94, atom 2 (C): -0.97, atom 3 (N): 0.32, atom 4 (C): -0.90, atom 5 (P): -0.02, atom 6 (O): -0.74, atom 7 (O): 0.07, atom 8 (P): -0.72, atom 9 (O): 0.77, atom 10 (N): 0.28, atom 11 (C): -0.77, atom 12 (C): -0.95, atom 13 (N): 0.45, atom 14 (C): -1.01, atom 15 (C): -1.14, atom 16 (N): 0.49, atom 17 (C): -1.03, atom 18 (C): -1.00, atom 19 (H): 0.47, atom 20 (H): 0.16, atom 21 (H): 0.27, atom 22 (H): 0.37, atom 23 (H): 0.23, atom 24 (H): 0.29, atom 25 (H): 0.10, atom 26 (H): 0.36, atom 27 (H): 0.27, atom 28 (H): 0.27, atom 29 (H): 0.26, atom 30 (H): 0.38, atom 31 (H): 0.26, atom 32 (H): 0.49, atom 33 (H): 0.30, atom 34 (H): 0.31, atom 35 (H): 0.39, atom 36 (H): 0.35, atom 37 (H): 0.33, atom 38 (H): 0.35, atom 39 (H): 0.29, atom 40 (H): 0.25, atom 41 (H): 0.35, atom 42 (H): 0.38, atom 43 (F): -0.24, atom 44 (C): 0.72, atom 45 (F): -0.22, atom 46 (F): -0.23, atom 47 (S): 1.01, atom 48 (O): -0.60, atom 49 (O): -0.64, atom 50 (N): -0.64, atom 51 (S): 1.49, atom 52 (O): -0.58, atom 53 (O): -0.67, atom 54 (C): 0.43, atom 55 (F): -0.21, atom 56 (F): -0.20, atom 57 (F): -0.20, atom 58 (O): -0.79

=====

No. 3
Formula: C10H24N2O3
Source: the OMol25 dataset
Level of theory: wB97M-V/def2-TZVPD

Energy relative to the best compared isomer or geometry (same formula, charge and spin) in kcal/mol: 28.5
LUMO level in eV: 0.6
Orbital gap in eV: 10.604

Structure (ORCA input):
```
! RIJCOSX wB97M-V def2-TZVPD def2/J DEFGRID3
* xyz 0 1
C 1.56 1.21 -3.08
C 1.65 1.79 -1.73
N 1.79 2.24 -0.70
H 0.86 1.70 -3.73
H 1.29 0.14 -2.94
H 2.56 1.17 -3.49
C -4.04 1.95 -1.28
C -2.93 1.57 -2.10
N -2.03 1.26 -2.71
H -3.60 1.99 -0.27
H -4.66 1.07 -1.28
H -4.60 2.84 -1.57
C -1.06 0.02 0.27
C -1.22 1.34 0.87
O -0.08 1.83 1.59
H -0.75 -0.79 0.94
H -0.32 0.04 -0.51
H -1.99 -0.26 -0.25
H -2.03 1.34 1.60
H -1.49 2.04 0.09
H 0.69 1.92 1.01
C 1.45 -2.51 -2.72
C 2.60 -2.52 -1.74
O 3.79 -2.89 -2.43
H 1.63 -1.76 -3.47
H 0.52 -2.28 -2.12
H 1.39 -3.48 -3.21
H 2.42 -3.24 -0.92
H 2.87 -1.55 -1.26
H 3.66 -3.71 -2.93
C 0.18 0.00 5.35
C -0.27 -0.67 4.10
O 0.68 -0.71 2.98
H 0.45 1.07 5.12
H 1.05 -0.41 5.83
H -0.61 0.09 6.06
H -1.28 -0.28 3.80
H -0.60 -1.71 4.25
H 0.48 0.16 2.59
*
```

The net atomic charges from Mulliken, expressed in e, are: atom 1 (C): -0.38, atom 2 (C): 0.40, atom 3 (N): -0.57, atom 4 (H): 0.36, atom 5 (H): -0.26, atom 6 (H): 0.35, atom 7 (C): -0.67, atom 8 (C): 0.28, atom 9 (N): -0.35, atom 10 (H): 0.19, atom 11 (H): 0.28, atom 12 (H): 0.33, atom 13 (C): -0.48, atom 14 (C): -0.64, atom 15 (O): -0.59, atom 16 (H): 0.45, atom 17 (H): -0.15, atom 18 (H): 0.31, atom 19 (H): 0.25, atom 20 (H): 0.38, atom 21 (H): 0.43, atom 22 (C): -0.96, atom 23 (C): -0.11, atom 24 (O): -0.54, atom 25 (H): 0.27, atom 26 (H): 0.18, atom 27 (H): 0.45, atom 28 (H): 0.26, atom 29 (H): 0.21, atom 30 (H): 0.30, atom 31 (C): -1.04, atom 32 (C): -0.15, atom 33 (O): -0.50, atom 34 (H): 0.26, atom 35 (H): 0.28, atom 36 (H): 0.36, atom 37 (H): 0.17, atom 38 (H): 0.36, atom 39 (H): 0.27

=====

No. 4
Formula: C10H24N4O7P2Pt
Source: the OMol25 dataset
Level of theory: wB97M-V/def2-TZVPD

LUMO level in eV: 0.1
Orbital gap in eV: 8.281

Structure (ORCA input):
```
! RIJCOSX wB97M-V def2-TZVPD def2/J DEFGRID3
* xyz 0 1
Pt 1.92 1.30 0.38
O 5.80 1.56 0.00
C 4.63 1.69 0.25
O 3.66 1.23 -0.53
C 4.15 2.40 1.55
O 4.90 3.04 2.23
O 2.86 2.24 1.82
C -2.30 -0.64 2.68
N -2.38 0.50 1.77
C -3.08 1.65 2.37
P -1.10 0.84 0.82
O 0.13 1.34 1.51
O -0.83 -0.63 0.19
P 0.42 -0.98 -0.79
O 1.04 0.31 -1.26
N -0.16 -1.78 -2.08
C -0.85 -3.05 -1.93
C -0.34 -1.12 -3.37
N 1.29 -2.04 0.08
C 2.55 -2.44 -0.57
C 1.41 -1.96 1.54
N -1.61 1.84 -0.35
C -0.86 3.03 -0.75
C -2.61 1.39 -1.31
H -3.31 -0.88 3.03
H -1.67 -0.43 3.55
H -1.92 -1.51 2.16
H -4.08 1.34 2.65
H -3.16 2.45 1.64
H -2.55 2.02 3.25
H -0.60 -3.50 -0.97
H -0.53 -3.74 -2.72
H -1.93 -2.92 -2.00
H 0.22 -0.20 -3.40
H -1.40 -0.92 -3.56
H 0.02 -1.78 -4.16
H 2.41 -2.56 -1.64
H 2.87 -3.40 -0.15
H 3.34 -1.70 -0.40
H 0.44 -1.72 1.98
H 2.13 -1.20 1.84
H 1.72 -2.93 1.90
H -0.17 3.32 0.04
H -1.57 3.84 -0.93
H -0.28 2.84 -1.66
H -3.16 0.53 -0.91
H -2.14 1.11 -2.26
H -3.33 2.19 -1.50
*
```

The net atomic charges from Mulliken, expressed in e, are: atom 1 (Pt): 1.30, atom 2 (O): -0.59, atom 3 (C): 0.63, atom 4 (O): -0.61, atom 5 (C): 0.65, atom 6 (O): -0.59, atom 7 (O): -0.67, atom 8 (C): -0.89, atom 9 (N): 0.14, atom 10 (C): -1.00, atom 11 (P): 0.73, atom 12 (O): -1.02, atom 13 (O): -0.23, atom 14 (P): 0.11, atom 15 (O): -0.93, atom 16 (N): 0.40, atom 17 (C): -1.04, atom 18 (C): -0.95, atom 19 (N): 0.33, atom 20 (C): -0.93, atom 21 (C): -0.65, atom 22 (N): 0.52, atom 23 (C): -0.92, atom 24 (C): -1.02, atom 25 (H): 0.41, atom 26 (H): 0.32, atom 27 (H): 0.15, atom 28 (H): 0.35, atom 29 (H): 0.33, atom 30 (H): 0.32, atom 31 (H): 0.30, atom 32 (H): 0.35, atom 33 (H): 0.31, atom 34 (H): 0.24, atom 35 (H): 0.31, atom 36 (H): 0.32, atom 37 (H): 0.33, atom 38 (H): 0.35, atom 39 (H): 0.27, atom 40 (H): 0.06, atom 41 (H): 0.27, atom 42 (H): 0.39, atom 43 (H): 0.31, atom 44 (H): 0.32, atom 45 (H): 0.27, atom 46 (H): 0.29, atom 47 (H): 0.28, atom 48 (H): 0.38

=====

No. 5
Formula: C10H24N5O2ReSSe2Te2
Source: the OMol25 dataset
Level of theory: wB97M-V/def2-TZVPD

⟨S²⟩: 0.77
Energy relative to the best compared isomer or geometry (same formula, charge and spin) in kcal/mol: 23.6
LUMO level (spin up / spin down) in eV: -9.5 / -9.3
Orbital gap (spin up / spin down) in eV: 5.971 / 6.168

Structure (ORCA input):
```
! RIJCOSX wB97M-V def2-TZVPD def2/J DEFGRID3
* xyz 3 2
Re -0.13 1.27 -0.63
N 4.78 0.02 -0.64
C 3.54 0.90 -0.62
C 3.54 1.72 0.67
C 2.49 2.84 0.67
N 1.10 2.32 0.86
C 2.58 3.70 -0.58
C 2.51 2.88 -1.87
N 1.11 2.38 -2.08
C 3.54 1.75 -1.88
H 4.82 -0.60 0.17
H 5.64 0.58 -0.64
H 4.80 -0.57 -1.48
H 2.71 0.20 -0.62
H 4.51 2.22 0.79
H 3.41 1.08 1.54
H 2.70 3.47 1.54
H 0.53 3.12 1.15
H 1.08 1.71 1.68
H 3.52 4.24 -0.57
H 1.80 4.47 -0.58
H 2.73 3.54 -2.71
H 1.08 1.82 -2.93
H 0.54 3.19 -2.31
H 4.51 2.24 -2.00
H 3.40 1.13 -2.77
Se 0.49 -0.78 -1.68
Te -1.28 -2.68 -1.57
Te -2.30 -2.80 0.89
Se -0.16 -3.21 2.21
S -0.43 -1.63 3.72
C -1.40 -2.40 5.00
N -2.22 -1.61 5.66
C -3.00 -2.08 6.83
C -3.32 -3.55 6.64
C -2.04 -4.33 6.38
N -1.26 -3.66 5.32
H -2.36 -0.67 5.32
H -3.91 -1.48 6.88
H -2.42 -1.91 7.73
H -4.01 -3.68 5.80
H -3.81 -3.94 7.53
H -2.25 -5.34 6.04
H -1.42 -4.39 7.27
H -0.59 -4.20 4.79
O -1.44 1.64 0.65
O -1.79 0.49 -0.13
*
```

The net atomic charges from Mulliken, expressed in e, are: atom 1 (Re): 1.11, atom 2 (N): -0.09, atom 3 (C): 0.67, atom 4 (C): -1.30, atom 5 (C): 0.10, atom 6 (N): -0.66, atom 7 (C): -1.22, atom 8 (C): 0.05, atom 9 (N): -0.62, atom 10 (C): -1.07, atom 11 (H): 0.39, atom 12 (H): 0.39, atom 13 (H): 0.38, atom 14 (H): -0.39, atom 15 (H): 0.50, atom 16 (H): 0.45, atom 17 (H): 0.36, atom 18 (H): 0.43, atom 19 (H): 0.30, atom 20 (H): 0.42, atom 21 (H): 0.46, atom 22 (H): 0.33, atom 23 (H): 0.38, atom 24 (H): 0.40, atom 25 (H): 0.47, atom 26 (H): 0.46, atom 27 (Se): -0.29, atom 28 (Te): 0.09, atom 29 (Te): 0.26, atom 30 (Se): -0.12, atom 31 (S): -0.15, atom 32 (C): 0.56, atom 33 (N): -0.15, atom 34 (C): -0.57, atom 35 (C): -0.58, atom 36 (C): -0.55, atom 37 (N): -0.05, atom 38 (H): 0.21, atom 39 (H): 0.39, atom 40 (H): 0.30, atom 41 (H): 0.30, atom 42 (H): 0.36, atom 43 (H): 0.37, atom 44 (H): 0.31, atom 45 (H): 0.17, atom 46 (O): -0.33, atom 47 (O): -0.23

=====

| no. | largest force on an atom (eV Å⁻¹) |
| --- | --- |
| 1 | 8.4 |
| 2 | 0.6 |
| 3 | 2.5 |
| 4 | 0.3 |
| 5 | 0.3 |